2 unconnected molecules or ions with the total composition CH7NOS in a non-equilibrium geometry. Source: OMol25; level of theory: ωB97M-V/def2-TZVPD.

Geometry as XYZ:
```
11
Properties=species:S:1:pos:R:3:forces:R:3
N -1.436 0.346 1.220 1.2 -0.6 -1.8
C -0.706 0.042 -0.050 -1.1 3.3 0.0
O -1.467 -0.795 -0.890 0.3 -0.2 -0.2
H -2.216 0.898 0.893 -0.4 -0.1 0.5
H -1.773 -0.549 1.587 -0.1 0.5 -0.1
H -0.470 1.088 -0.596 -0.7 -2.0 1.2
H 0.239 -0.386 0.118 1.2 -0.7 0.7
H -0.810 -1.335 -1.344 -0.4 -0.2 -0.2
S 3.339 -0.011 -0.661 -0.9 0.4 -0.5
H 2.131 0.608 -0.931 1.0 -0.4 0.2
H 3.169 0.094 0.654 -0.1 0.0 0.2
```
Positions in Å, forces in eV/Å.

Properties
2S+1: 1
Relative energy (zero: lowest compared OMol25 entry of this formula, charge and spin), eV: 0.369
Total energy, eV: -15522.593
Net charge: 0
HOMO level, eV: -10.0

The natural (NBO) scheme yields these atomic charges, measured in e:
1. N -0.83
2. C 0.09
3. O -0.73
4. H 0.36
5. H 0.36
6. H 0.13
7. H 0.15
8. H 0.47
9. S -0.29
10. H 0.15
11. H 0.14